Molecular formula: C41H35N3O2STeTi
Method: DFT, ωB97M-V/def2-TZVPD

XYZ file:
```
84
Properties=species:S:1:pos:R:3
Ti 0.885 0.161 -0.299
C -5.455 -1.820 -0.585
C -4.107 -1.166 -0.703
C -3.713 -0.150 0.162
C -2.479 0.479 0.006
C -1.753 1.106 1.124
O -0.570 0.752 1.275
C -2.369 2.030 2.082
C -3.545 2.707 1.762
C -4.092 3.602 2.667
C -3.468 3.812 3.890
C -2.292 3.142 4.210
C -1.736 2.255 3.306
C -1.654 0.154 -1.079
O -0.572 0.895 -1.328
C -1.920 -1.029 -1.778
C -3.165 -1.633 -1.618
C -0.789 -1.756 -2.385
N 0.379 -1.567 -1.884
C 1.534 -2.280 -2.428
C 2.203 -3.152 -1.375
Te 2.164 -2.287 0.588
C 0.378 -3.290 1.107
C -0.741 -2.567 1.498
C -1.930 -3.227 1.782
C -2.002 -4.608 1.675
C -0.877 -5.333 1.303
C 0.315 -4.678 1.028
C -1.102 -2.769 -3.430
C -1.021 -4.123 -3.116
C -1.350 -5.074 -4.071
C -1.752 -4.675 -5.338
C -1.839 -3.325 -5.647
C -1.527 -2.370 -4.691
H -5.885 -1.666 0.404
H -5.389 -2.893 -0.766
H -6.153 -1.407 -1.316
H -4.337 0.103 1.011
H -4.015 2.550 0.799
H -4.999 4.137 2.420
H -3.899 4.507 4.598
H -1.813 3.315 5.164
H -0.817 1.732 3.530
H -3.382 -2.535 -2.180
H 2.240 -1.532 -2.786
H 1.266 -2.894 -3.288
H 3.242 -3.346 -1.631
H 1.693 -4.107 -1.258
H -0.693 -1.489 1.585
H -2.800 -2.657 2.082
H -2.928 -5.122 1.893
H -0.923 -6.412 1.238
H 1.191 -5.258 0.759
H -0.716 -4.427 -2.120
H -1.293 -6.126 -3.824
H -2.004 -5.417 -6.084
H -2.157 -3.014 -6.634
H -1.606 -1.315 -4.925
C 4.810 2.790 -0.773
N 3.458 3.220 -1.102
C 2.913 4.459 -0.825
C 1.606 4.408 -1.155
N 1.374 3.134 -1.630
C 2.509 2.412 -1.585
S 2.649 0.748 -1.982
H 5.218 3.476 -0.036
H 5.433 2.778 -1.665
H 4.757 1.789 -0.348
H 3.504 5.257 -0.412
H 0.837 5.156 -1.107
H 0.493 2.737 -1.930
C 2.119 1.123 1.085
C 2.853 1.854 1.726
C 3.705 2.757 2.445
C 3.344 4.098 2.599
C 4.190 4.980 3.251
C 5.404 4.539 3.761
C 5.768 3.206 3.618
C 4.927 2.320 2.964
H 2.393 4.435 2.205
H 3.898 6.016 3.370
H 6.062 5.229 4.271
H 6.709 2.855 4.019
H 5.207 1.281 2.853
```

The energy relative to the best compared isomer or geometry (same formula, charge and spin) is 23.5 kJ/mol. As for the spin multiplicity: 2. The charge is +1. The HOMO-LUMO gap (alpha / beta) comes out at 7.3 / 7.3 eV. The calculation puts the lowest unoccupied orbital energy (alpha / beta) at -2.91 / -3.05 eV.

The net atomic charges from Mulliken, expressed in e, are: number 1, Ti, carries 0.17; number 2, C, carries -1.83; number 3, C, carries -0.09; number 4, C, carries -0.26; number 5, C, carries 0.27; number 6, C, carries 0.47; number 7, O, carries -0.57; number 8, C, carries 0.53; number 9, C, carries -0.11; number 10, C, carries -1.05; number 11, C, carries -0.32; number 12, C, carries -0.88; number 13, C, carries -0.36; number 14, C, carries -0.55; number 15, O, carries -0.55; number 16, C, carries 0.92; number 17, C, carries -0.63; number 18, C, carries 0.47; number 19, N, carries 0.56; number 20, C, carries -0.65; number 21, C, carries -1.16; number 22, Te, carries 0.34; number 23, C, carries 0.11; number 24, C, carries -0.09; number 25, C, carries -0.48; number 26, C, carries -0.62; number 27, C, carries -0.65; number 28, C, carries -0.42; number 29, C, carries -1.04; number 30, C, carries 0.58; number 31, C, carries -0.93; number 32, C, carries -0.44; number 33, C, carries -0.90; number 34, C, carries 0.05; number 35, H, carries 0.40; number 36, H, carries 0.41; number 37, H, carries 0.36; number 38, H, carries 0.56; number 39, H, carries 0.49; number 40, H, carries 0.42; number 41, H, carries 0.41; number 42, H, carries 0.44; number 43, H, carries 0.54; number 44, H, carries 0.45; number 45, H, carries 0.32; number 46, H, carries 0.39; number 47, H, carries 0.65; number 48, H, carries 0.37; number 49, H, carries 0.25; number 50, H, carries 0.50; number 51, H, carries 0.43; number 52, H, carries 0.43; number 53, H, carries 0.49; number 54, H, carries 0.48; number 55, H, carries 0.44; number 56, H, carries 0.41; number 57, H, carries 0.43; number 58, H, carries 0.52; number 59, C, carries -0.96; number 60, N, carries 0.33; number 61, C, carries -0.33; number 62, C, carries -0.62; number 63, N, carries 0.15; number 64, C, carries 0.07; number 65, S, carries -0.64; number 66, H, carries 0.35; number 67, H, carries 0.33; number 68, H, carries 0.37; number 69, H, carries 0.54; number 70, H, carries 0.47; number 71, H, carries 0.16; number 72, C, carries -0.26; number 73, C, carries 0.13; number 74, C, carries 0.44; number 75, C, carries -0.23; number 76, C, carries -0.67; number 77, C, carries -0.42; number 78, C, carries -0.57; number 79, C, carries -0.37; number 80, H, carries 0.55; number 81, H, carries 0.41; number 82, H, carries 0.41; number 83, H, carries 0.41; number 84, H, carries 0.47